C4H8NO2 | ωB97M-V/def2-TZVPD

Properties
energy above the lowest of the compared OMol25 structures with the same formula, charge and spin = 180.7 kcal per mole
net charge = -1
max |F| = 0.093 hartree/bohr
E_HOMO = -0.137 Eh
orbital gap = 6.329 eV
total energy = -9856.951 eV

Last column: Mulliken charge in e.
Positions of all 15 atoms, in Å:
O: 1.79544 1.14024 -1.69885  -0.72
O: -2.23098 -0.64559 1.15144  -0.65
N: -0.00825 0.35525 0.90435  -0.40
C: 1.39721 1.03145 -0.39008  -0.57
C: 0.05146 -1.11408 -1.07442  -1.30
C: -1.05517 -0.78040 1.60040  -0.33
C: -0.07815 0.26559 -0.49207  0.57
H: -0.71838 -1.87836 -0.92696  0.37
H: 0.07466 -1.19021 -2.17681  0.30
H: 1.01790 -1.48367 -0.68705  0.28
H: 2.10778 0.32024 0.12358  0.27
H: 1.30617 1.99971 0.07657  0.35
H: -0.99858 -0.53263 2.72112  0.28
H: -0.89314 0.75736 -1.03005  0.29
H: -0.44669 -1.69507 1.47510  0.26

Cartesian forces (eV/Å) of the 6 atoms listed first:
O -0.8 -0.5 1.3
O 0.5 0.4 -0.9
N -3.1 0.6 -1.8
C 3.2 0.1 -3.5
C 0.9 -1.5 -1.0
C 0.8 -1.4 2.5